w | ORCA calculation (ωB97M-V with the def2-TZVPD basis set) on an isolated molecule of CH2BrCl2P.

Calculated values
Gap between HOMO and LUMO = 0.348 Ha
2S+1 = 1

CARTESIAN COORDINATES (ANGSTROEM)
C 0.52 -0.57 -0.55
P -1.26 0.65 0.19
Cl -1.82 -0.45 1.76
Cl -0.03 1.97 1.13
Br 1.45 0.88 -1.55
H 1.01 -1.22 0.30
H 0.13 -1.27 -1.29

x | ORCA calculation (ωB97M-V with the def2-TZVPD basis set) on a cluster of 2 separate species, CH2BrCl2P in total.

Calculated values
Gap between HOMO and LUMO (alpha / beta) = 0.269 / 0.288 Ha
2S+1 = 1

CARTESIAN COORDINATES (ANGSTROEM)
C -0.36 -1.38 1.60
P -0.29 1.97 -1.94
Cl 1.52 2.38 -1.22
Cl -0.03 0.36 -2.98
Br -0.47 0.28 0.92
H 0.14 -2.06 1.03
H -0.51 -1.55 2.60

y | ORCA calculation (ωB97M-V with the def2-TZVPD basis set) on a structure of composition CH2BrCl2P.

Calculated values
Gap between HOMO and LUMO (alpha / beta) = 0.255 / 0.296 Ha
2S+1 = 1

CARTESIAN COORDINATES (ANGSTROEM)
C 0.43 2.13 0.09
P -0.05 -2.29 0.41
Cl -1.96 -2.65 0.69
Cl 0.11 -2.13 -1.53
Br -0.16 0.53 0.93
H 1.45 2.15 0.30
H 0.17 2.28 -0.90

w comes first in stability; the runner-up is 42.8 kcal/mol higher.

w | ORCA calculation (ωB97M-V with the def2-TZVPD basis set) on an isolated molecule of C5H5NO2.

Calculated values
Gap between HOMO and LUMO = 0.359 Ha
2S+1 = 1

CARTESIAN COORDINATES (ANGSTROEM)
C 1.60 1.05 -0.06
C 0.49 -1.00 0.44
C -0.94 -1.43 0.37
C -1.73 -0.54 -0.01
C -0.80 0.67 -0.40
H 1.18 1.96 -0.62
H 1.56 1.63 1.05
H 2.40 0.42 -0.81
H -1.44 -2.66 0.39
H -3.00 -0.65 -0.17
N 0.41 0.32 -0.09
O 1.45 -1.59 0.80
O -1.18 1.80 -0.90

x | ORCA calculation (ωB97M-V with the def2-TZVPD basis set) on a structure of composition C5H5NO2.

Calculated values
Gap between HOMO and LUMO = 0.375 Ha
2S+1 = 1

CARTESIAN COORDINATES (ANGSTROEM)
C -1.22 -0.11 -0.56
C 0.01 -0.03 -1.27
C 1.00 0.23 -0.23
C -0.70 -0.44 0.74
C 0.11 0.78 0.91
H 0.30 -0.77 -2.03
H 0.06 0.98 -1.96
H 2.04 0.41 -0.38
H 1.29 -0.77 1.52
H -1.48 -0.71 1.62
N 0.64 -1.09 0.54
O -2.42 -0.11 -0.69
O 0.37 1.62 1.78

y | ORCA calculation (ωB97M-V with the def2-TZVPD basis set) on an isolated molecule of C5H5NO2.

Calculated values
Gap between HOMO and LUMO (alpha / beta) = 0.252 / 0.252 Ha
2S+1 = 1

CARTESIAN COORDINATES (ANGSTROEM)
C 0.20 1.36 0.08
C -1.17 1.51 0.08
C 0.85 0.18 0.15
C -1.55 -0.75 -0.25
C 1.87 -0.67 -0.17
N 3.07 -0.73 0.27
O -2.01 0.46 0.05
O -2.32 -1.72 0.13
H 0.79 2.27 0.03
H -1.66 2.46 -0.01
H 1.45 -1.42 -0.88
H 3.60 -1.51 -0.10
H -3.12 -1.44 0.63

z | ORCA calculation (ωB97M-V with the def2-TZVPD basis set) on an isolated molecule of C5H5NO2.

Calculated values
Gap between HOMO and LUMO = 0.367 Ha
2S+1 = 1

CARTESIAN COORDINATES (ANGSTROEM)
C 2.25 -0.56 0.47
C 1.04 0.17 0.95
C -0.41 -0.32 0.26
C -2.42 0.49 -0.22
C -1.83 0.19 -1.41
H 2.85 0.21 -0.44
H 3.02 -0.15 1.21
H 2.17 -1.70 0.13
H -3.52 0.89 -0.12
H -2.32 -0.06 -2.41
N -1.38 0.19 0.89
O 1.13 1.08 1.82
O -0.58 -0.44 -1.12

w comes first in stability; the runner-up is 8.0 kcal/mol higher.

w | ORCA calculation (ωB97M-V with the def2-TZVPD basis set) on a structure of composition C5H5NO2.

Calculated values
Gap between HOMO and LUMO = 0.325 Ha
2S+1 = 1

CARTESIAN COORDINATES (ANGSTROEM)
C -0.50 0.73 -1.47
C -0.15 -0.21 -0.43
C -1.23 -0.02 0.76
C 1.10 -0.61 0.00
C 1.37 -1.08 1.29
H 0.15 2.32 -2.78
H -1.03 1.58 -0.47
H -1.29 0.32 -2.05
H -0.77 -0.65 1.64
H 2.05 -0.80 -0.57
N 1.78 -1.26 2.48
O 0.47 1.33 -2.35
O -2.36 0.31 0.60

x | ORCA calculation (ωB97M-V with the def2-TZVPD basis set) on an isolated molecule of C5H5NO2.

Calculated values
Gap between HOMO and LUMO = 0.317 Ha
2S+1 = 1

CARTESIAN COORDINATES (ANGSTROEM)
C -0.59 1.37 0.33
C 0.09 0.04 1.30
C 0.81 -0.37 0.15
C -0.23 -0.85 -0.74
C -0.74 0.61 -1.11
H 0.83 0.57 1.85
H -0.65 -0.56 1.88
H 1.55 0.37 -0.30
H 1.59 -2.06 -1.05
H -1.27 -1.07 -0.20
N 0.86 -1.81 -0.41
O -0.99 2.48 0.35
O -1.27 1.28 -2.06

w comes first in stability; the runner-up is 23.3 kcal/mol higher.

w | ORCA calculation (ωB97M-V with the def2-TZVPD basis set) on a cluster of 7 separate species, C6H23NO6 in total.

Calculated values
Gap between HOMO and LUMO = 0.319 Ha
2S+1 = 1

CARTESIAN COORDINATES (ANGSTROEM)
C 2.68 -0.41 0.61
C 1.36 0.09 -0.03
C 0.67 1.12 0.43
N -0.44 1.68 -0.35
C -1.38 2.37 0.52
C -1.29 1.50 2.79
C -1.97 1.71 1.65
H 3.41 0.37 0.77
H 2.63 -0.83 1.61
H 3.11 -1.31 0.16
H 0.87 -0.48 -0.72
H 1.01 1.74 1.26
H -0.91 0.88 -0.98
H -2.31 2.41 -0.12
H -1.00 3.39 0.76
H -0.35 1.90 3.15
H -1.72 1.06 3.62
H -2.97 1.44 1.58
H -0.12 -1.53 0.22
H -1.05 -2.62 0.43
O -0.14 -2.58 0.36
H 1.07 -1.41 -2.65
H 0.31 -2.63 -2.17
O 0.31 -1.99 -2.89
H -1.11 0.91 -2.93
H -0.68 -0.58 -2.77
O -1.36 0.06 -2.68
H -2.03 -1.76 -1.44
H -3.45 -1.70 -0.96
O -2.55 -1.95 -0.67
H 2.16 1.31 -3.18
H 2.02 2.12 -1.80
O 2.46 1.98 -2.65
H 0.45 -2.22 2.44
H 1.17 -2.30 3.64
O 1.13 -1.71 3.00

x | ORCA calculation (ωB97M-V with the def2-TZVPD basis set) on a cluster of 5 separate species, C6H23NO6 in total.

Calculated values
Gap between HOMO and LUMO = 0.312 Ha
2S+1 = 1

CARTESIAN COORDINATES (ANGSTROEM)
C 0.74 1.33 2.53
O 1.26 1.94 1.32
C 0.37 2.14 0.19
C 0.11 0.76 -0.50
N 1.37 0.17 -1.11
C 1.41 -1.29 -1.03
C 2.15 -1.70 0.27
O 3.48 -1.19 0.50
C 4.47 -1.65 -0.41
H 0.06 0.49 2.40
H 0.13 2.04 3.10
H 1.60 1.11 3.16
H 0.69 2.95 -0.47
H -0.54 2.52 0.65
H -0.70 0.81 -1.23
H -0.15 0.02 0.26
H 2.12 0.36 -0.47
H 2.01 -1.78 -1.80
H 0.42 -1.73 -1.15
H 2.23 -2.78 0.33
H 1.52 -1.38 1.10
H 5.28 -2.23 0.03
H 4.93 -0.76 -0.85
H 4.10 -2.31 -1.19
O -3.14 1.86 1.98
H -4.04 1.69 2.25
H -2.60 1.42 2.63
O -2.67 -2.31 -0.56
H -3.08 -2.78 0.17
H -2.70 -2.94 -1.29
O -3.14 0.64 -0.84
H -3.12 -0.32 -0.77
H -2.92 0.95 0.04
O -3.82 1.60 -3.34
H -4.49 0.91 -3.38
H -3.37 1.44 -2.51

x comes first in stability; the runner-up is 29.6 kcal/mol higher.